[1]
DFT (the ωB97M-V functional and the def2-TZVPD basis) results for a molecular structure, C13H24CuN6O4SeSi at a distorted geometry.

Summary:
HOMO level (alpha / beta): -1.55 / -2.57 eV
spin multiplicity: 2
total charge: -2
gap between HOMO and LUMO (alpha / beta): 6.19 / 7.21 eV
expectation value of S²: 0.75

The geometry in XYZ format:
```
50
C13H24CuN6O4SeSi the ωB97M-V functional and the def2-TZVPD basis
Cu 0.09 0.34 -0.54
C 2.50 1.34 1.67
C 1.36 0.45 2.17
N 0.09 0.63 1.51
C -0.71 1.82 1.70
C -0.19 3.06 0.92
N 0.50 2.74 -0.32
C 1.84 3.27 -0.51
C 2.92 2.19 -0.66
N 2.89 1.09 0.29
H 3.35 1.15 2.35
H 2.24 2.39 1.82
H 1.26 0.62 3.25
H 1.65 -0.59 2.02
H -0.44 -0.21 1.26
H -0.77 2.09 2.77
H -1.72 1.57 1.36
H 0.49 3.61 1.56
H -1.05 3.71 0.74
H -0.09 2.84 -1.14
H 2.09 3.94 0.32
H 1.87 3.89 -1.42
H 3.89 2.70 -0.62
H 2.81 1.74 -1.65
H 2.36 0.32 -0.10
N -2.86 -1.03 0.70
C -3.90 -1.51 0.87
C -5.14 -2.11 1.17
C -5.37 -2.60 2.48
N -5.56 -3.00 3.55
C -6.18 -2.20 0.22
N -7.05 -2.29 -0.53
O 0.05 2.50 -3.63
Se -0.41 1.02 -3.13
O 0.96 0.28 -2.42
O -1.43 1.20 -1.81
O -1.04 0.06 -4.27
C -0.43 -3.32 0.34
Si 0.41 -2.06 -0.80
C 0.10 -2.66 -2.56
C 2.27 -2.39 -0.51
H 0.03 -4.31 0.16
H -1.50 -3.39 0.15
H -0.31 -3.08 1.40
H 0.11 -3.76 -2.56
H 0.89 -2.29 -3.21
H -0.84 -2.31 -2.98
H 2.52 -3.38 -0.92
H 2.53 -2.41 0.55
H 2.91 -1.66 -1.01
```

Here are the natural (NBO) charges for atoms 1 to 5, given in e: 0.98, -0.22, -0.22, -0.72, -0.24



[2]
DFT (the ωB97M-V functional and the def2-TZVPD basis) results for a molecular structure, C13H24I2LaLuO3S3 at a distorted geometry.

Summary:
HOMO level: -20.52 eV
spin multiplicity: 1
total charge: +4
gap between HOMO and LUMO: 5.41 eV

The geometry in XYZ format:
```
47
C13H24I2LaLuO3S3 the ωB97M-V functional and the def2-TZVPD basis
I -2.74 -0.22 4.89
I -0.45 -0.49 3.33
La 2.08 0.50 -1.87
Lu -0.43 0.15 0.46
S 1.55 1.77 0.51
S 0.78 -1.64 -0.77
C -0.51 1.26 -1.98
C 1.12 3.72 0.83
C 1.22 -3.45 0.06
C 2.46 4.43 0.77
C 0.14 4.22 -0.22
C 0.52 3.75 2.23
C 2.57 -3.27 0.73
C 1.23 -4.43 -1.10
C 0.12 -3.77 1.06
C 1.47 2.49 -3.28
C 0.51 0.04 -3.78
O -1.38 1.87 -2.48
O 0.97 3.33 -3.91
O -0.27 -0.04 -4.63
H 2.95 4.32 -0.21
H 3.15 4.02 1.52
H 2.34 5.51 0.97
H 0.50 4.07 -1.25
H -0.02 5.30 -0.07
H -0.83 3.73 -0.14
H -0.42 3.18 2.29
H 0.29 4.80 2.50
H 1.21 3.34 2.97
H 2.88 -4.21 1.20
H 2.52 -2.50 1.52
H 3.34 -2.96 0.01
H 1.46 -5.44 -0.74
H 1.98 -4.16 -1.85
H 0.26 -4.47 -1.61
H 0.30 -4.78 1.48
H -0.88 -3.79 0.59
H 0.08 -3.05 1.89
C -4.26 -0.45 0.50
S -2.79 -0.68 -0.51
C -2.84 -2.44 -0.92
H -4.06 0.33 1.23
H -4.50 -1.38 1.01
H -5.08 -0.15 -0.16
H -3.13 -3.02 -0.04
H -3.56 -2.57 -1.73
H -1.85 -2.76 -1.27
```

Here are the natural (NBO) charges for atoms 1 to 5, given in e: 0.36, 0.09, 1.85, 1.32, -0.54



[3]
DFT (the ωB97M-V functional and the def2-TZVPD basis) results for a molecular structure, C13H24N4O7S at a distorted geometry.

Summary:
HOMO level: -9.20 eV
spin multiplicity: 1
gap between HOMO and LUMO: 9.65 eV

The geometry in XYZ format:
```
49
C13H24N4O7S the ωB97M-V functional and the def2-TZVPD basis
O 3.20 2.08 2.28
O -2.84 -2.09 -0.15
O -0.31 -4.86 -2.66
O 0.89 0.56 -1.44
O 2.79 2.17 -1.14
O -0.57 5.11 1.91
O -0.45 -3.16 0.62
C 2.19 1.96 1.60
C -2.47 -1.30 -1.00
C -1.05 -4.05 -2.12
N -2.33 -4.32 -1.85
N 1.25 2.98 1.62
N -1.41 -1.50 -1.78
N 1.92 0.77 0.98
C -3.21 0.00 -1.20
C -2.98 -5.60 -2.12
C -0.22 4.36 3.09
C 0.46 5.19 0.90
C 0.26 2.95 2.70
C 1.69 4.31 1.18
C 2.83 -0.39 1.06
C 0.32 -2.70 -0.47
C 3.20 -0.41 -0.44
C -0.48 -2.66 -1.78
S 2.09 0.96 -0.69
H -1.34 -2.75 0.56
H -2.85 -3.62 -1.33
H -1.15 -0.73 -2.38
H -2.54 0.83 -0.99
H -3.56 0.06 -2.23
H -4.06 0.04 -0.52
H -2.27 -6.42 -1.98
H -3.34 -5.62 -3.15
H -3.82 -5.74 -1.44
H -1.09 4.28 3.75
H 0.57 4.88 3.64
H 0.78 6.23 0.78
H 0.02 4.87 -0.05
H 0.67 2.46 3.59
H -0.61 2.36 2.37
H 2.30 4.77 1.96
H 2.30 4.25 0.28
H 3.70 -0.25 1.71
H 2.31 -1.30 1.39
H 1.18 -3.36 -0.60
H 0.68 -1.70 -0.25
H 2.91 -1.30 -0.99
H 4.23 -0.14 -0.66
H 0.24 -2.45 -2.57
```

Here are the natural (NBO) charges for atoms 1 to 5, given in e: -0.56, -0.69, -0.64, -0.92, -0.89



[4]
DFT (the ωB97M-V functional and the def2-TZVPD basis) results for C13H24O2 in the gas phase at a distorted geometry.

Summary:
HOMO level: -9.20 eV
spin multiplicity: 1
gap between HOMO and LUMO: 9.96 eV

The geometry in XYZ format:
```
39
C13H24O2 the ωB97M-V functional and the def2-TZVPD basis
O 1.57 -2.08 0.38
O -1.02 -1.06 -0.05
C 0.71 -0.93 -2.13
C -0.91 0.94 -2.08
C 2.75 0.84 -0.82
C 1.41 1.27 -1.42
C 1.11 -0.75 2.32
C 2.42 0.22 0.57
C -3.53 -0.82 0.25
C -1.88 0.47 1.59
C -0.67 1.10 0.93
C 0.25 0.29 -1.40
C 1.20 -0.70 0.77
C -2.10 -0.88 0.89
C -0.07 -0.01 0.07
H 0.81 -2.66 0.54
H 1.70 -1.24 -1.65
H 0.12 -1.79 -1.92
H 0.79 -0.70 -3.22
H -0.60 1.07 -3.11
H -1.73 0.23 -2.10
H -1.16 1.96 -1.65
H 3.29 1.75 -0.59
H 3.36 0.21 -1.46
H 1.43 1.61 -2.44
H 1.05 2.06 -0.71
H 0.31 -1.47 2.76
H 1.95 -1.29 2.68
H 1.17 0.24 2.84
H 3.31 -0.21 1.04
H 2.36 1.13 1.19
H -3.56 0.07 -0.50
H -4.35 -0.52 1.01
H -3.77 -1.74 -0.27
H -1.68 0.27 2.66
H -2.66 1.21 1.43
H -1.14 1.92 0.38
H -0.03 1.65 1.63
H -2.24 -1.67 1.60
```

Here are the natural (NBO) charges for atoms 1 to 5, given in e: -0.74, -0.57, -0.63, -0.61, -0.40



[5]
DFT (the ωB97M-V functional and the def2-TZVPD basis) results for C13H24Si2 in the gas phase at a distorted geometry.

Summary:
HOMO level: -8.81 eV
spin multiplicity: 1
gap between HOMO and LUMO: 9.65 eV

The geometry in XYZ format:
```
39
C13H24Si2 the ωB97M-V functional and the def2-TZVPD basis
C 1.17 0.03 -3.21
C 2.07 0.97 -2.74
C 0.13 -0.36 -2.39
C 1.95 1.46 -1.45
C -0.08 0.21 -1.15
C 0.85 1.12 -0.69
C 1.23 0.88 2.33
C 1.76 3.52 0.97
C -1.11 2.61 1.06
C 0.51 -2.69 0.38
C -2.02 -3.07 -1.14
C -2.15 -2.48 1.77
C -1.26 -0.23 -0.35
Si 0.65 1.99 0.90
Si -1.24 -2.06 0.17
H 1.28 -0.41 -4.18
H 2.86 1.29 -3.37
H -0.57 -1.09 -2.73
H 2.72 2.11 -1.08
H 2.24 1.21 2.55
H 1.26 -0.14 2.04
H 0.61 1.02 3.20
H 2.71 3.28 1.47
H 1.32 4.32 1.52
H 2.03 3.85 -0.04
H -1.70 2.35 0.20
H -1.07 3.69 1.11
H -1.68 2.30 1.92
H 0.97 -2.23 1.25
H 1.10 -2.47 -0.48
H 0.51 -3.76 0.47
H -2.50 -2.34 -1.82
H -2.81 -3.71 -0.77
H -1.28 -3.63 -1.70
H -1.79 -3.45 2.12
H -3.20 -2.58 1.57
H -2.01 -1.77 2.57
H -1.28 0.25 0.61
H -2.16 0.03 -0.88
```

Here are the natural (NBO) charges for atoms 1 to 5, given in e: -0.20, -0.21, -0.22, -0.21, 0.00



[6]
DFT (the ωB97M-V functional and the def2-TZVPD basis) results for a molecular structure, C13H25Cl2F3N9O2Si2TcTe.

Summary:
HOMO level (alpha / beta): -11.28 / -11.68 eV
spin multiplicity: 4
total charge: +1
gap between HOMO and LUMO (alpha / beta): 7.29 / 7.66 eV
expectation value of S²: 3.76

The geometry in XYZ format:
```
58
C13H25Cl2F3N9O2Si2TcTe the ωB97M-V functional and the def2-TZVPD basis
Tc -2.95 -0.40 -1.87
Cl -4.08 -1.97 -3.42
C -2.61 -2.96 -3.62
Cl -1.29 -2.10 -2.76
H -2.36 -3.03 -4.67
H -2.76 -3.92 -3.14
N -3.85 2.41 0.00
C -2.58 2.00 0.10
N -1.71 2.58 0.97
N -0.58 1.98 0.81
N -0.72 1.09 -0.14
N -1.99 1.03 -0.60
C -4.80 1.85 -0.84
N -6.03 2.27 -0.95
N -6.57 1.44 -1.88
N -5.72 0.58 -2.29
N -4.54 0.82 -1.64
H -4.15 3.17 0.60
F -4.11 -1.89 2.48
C -3.05 -2.58 2.04
F -2.16 -2.66 3.04
F -3.45 -3.82 1.74
C -2.45 -1.89 0.80
O -3.22 -1.86 -0.20
O -1.31 -1.42 0.90
C 2.54 3.12 0.97
Si 2.38 2.77 -0.85
C 4.00 3.10 -1.71
C 1.01 3.70 -1.70
C 2.15 0.88 -1.15
Te 0.70 -0.40 -0.35
C 1.41 -0.51 1.60
Si 2.32 -2.18 1.83
C 3.63 -2.24 0.48
C 1.09 -3.55 1.55
C 3.08 -2.22 3.52
H 2.73 4.19 1.11
H 3.39 2.59 1.40
H 1.65 2.87 1.54
H 4.26 4.16 -1.64
H 3.96 2.85 -2.77
H 4.83 2.54 -1.26
H 1.17 4.77 -1.57
H 0.02 3.48 -1.33
H 1.03 3.51 -2.77
H 3.08 0.39 -0.83
H 2.08 0.73 -2.23
H 0.51 -0.47 2.22
H 2.04 0.37 1.75
H 3.23 -2.16 -0.54
H 4.14 -3.21 0.52
H 4.39 -1.47 0.60
H 0.58 -3.50 0.59
H 0.32 -3.57 2.33
H 1.62 -4.51 1.59
H 3.84 -1.45 3.65
H 3.55 -3.19 3.68
H 2.32 -2.09 4.29
```

Here are the natural (NBO) charges for atoms 1 to 5, given in e: 0.92, 0.17, -0.37, 0.06, 0.25



[7]
DFT (the ωB97M-V functional and the def2-TZVPD basis) results for a molecular structure, C13H25Cl3N3O4Si3V.

Summary:
HOMO level (alpha / beta): -7.92 / -8.18 eV
spin multiplicity: 3
gap between HOMO and LUMO (alpha / beta): 8.02 / 8.30 eV
expectation value of S²: 2.04

The geometry in XYZ format:
```
52
C13H25Cl3N3O4Si3V the ωB97M-V functional and the def2-TZVPD basis
V -1.44 0.17 0.32
N -1.59 2.25 0.08
N -2.77 2.74 -0.49
C -3.75 1.94 -0.90
O -4.86 2.27 -1.22
O -3.35 0.58 -0.90
H -1.65 2.35 1.26
H -0.79 2.75 -0.30
H -3.05 3.69 -0.29
C 1.45 2.20 2.14
Si 1.68 0.39 1.71
C 3.52 0.05 1.50
C 1.07 -0.64 3.15
C 0.71 -0.08 0.17
C 0.45 -1.55 0.12
C 1.39 -2.58 -0.02
C 0.96 -3.89 -0.04
C -0.39 -4.19 0.07
C -1.27 -3.14 0.20
N -0.86 -1.87 0.23
Si 1.18 0.50 -1.53
C 2.82 -0.21 -2.15
C 1.27 2.37 -1.73
C -0.15 -0.13 -2.72
H 2.12 2.46 2.96
H 0.42 2.36 2.46
H 1.68 2.87 1.31
H 4.05 0.31 2.42
H 3.96 0.66 0.70
H 3.74 -0.99 1.29
H 1.68 -0.45 4.03
H 1.13 -1.72 2.95
H 0.03 -0.40 3.39
H 2.44 -2.33 -0.09
H 1.69 -4.69 -0.14
H -0.75 -5.21 0.06
H -2.34 -3.29 0.31
H 3.65 0.10 -1.52
H 3.01 0.15 -3.17
H 2.81 -1.30 -2.18
H 1.59 2.90 -0.83
H 0.31 2.78 -2.05
H 1.99 2.61 -2.51
H -0.11 -1.22 -2.82
H -0.01 0.30 -3.71
H -1.17 0.12 -2.42
O -1.89 0.57 1.97
O -1.83 1.90 2.45
Cl -3.56 -2.11 -2.05
Si -4.44 -0.68 -0.89
Cl -6.28 -0.34 -1.61
Cl -4.48 -1.31 1.03
```

Here are the natural (NBO) charges for atoms 1 to 5, given in e: 1.46, -0.78, -0.45, 0.88, -0.59



[8]
DFT (the ωB97M-V functional and the def2-TZVPD basis) results for a molecular structure, C13H25Cl4CrO12 at a distorted geometry.

Summary:
HOMO level (alpha / beta): -6.84 / -9.17 eV
spin multiplicity: 6
gap between HOMO and LUMO (alpha / beta): 6.51 / 8.99 eV
expectation value of S²: 8.75

The geometry in XYZ format:
```
55
C13H25Cl4CrO12 the ωB97M-V functional and the def2-TZVPD basis
Cr 0.89 2.53 -0.55
Cl 0.30 0.11 0.17
C 0.96 -0.69 -3.33
O 0.71 0.33 -4.24
C 0.32 1.58 -3.89
O 0.34 2.10 -2.76
O -0.13 2.15 -4.98
C -0.37 3.52 -4.95
H 1.16 -1.63 -3.85
H 0.16 -0.81 -2.59
H 1.82 -0.35 -2.77
H -1.13 3.70 -5.70
H 0.52 4.12 -5.14
H -0.72 3.85 -3.97
C -3.37 0.02 -0.51
O -4.55 0.18 0.18
C -4.92 1.41 0.62
O -4.39 2.45 0.31
O -6.04 1.25 1.37
C -6.92 2.37 1.68
H -2.93 -0.97 -0.55
H -2.56 0.62 -0.09
H -3.53 0.36 -1.54
H -6.90 2.97 0.77
H -6.57 2.99 2.50
H -7.92 2.23 2.08
C 1.27 -1.85 3.15
O 0.27 -2.80 3.73
C 0.18 -2.92 5.02
O 0.65 -2.17 5.87
O -0.79 -3.85 5.31
C -1.10 -4.08 6.74
H 1.29 -0.86 3.59
H 1.18 -1.78 2.07
H 2.24 -2.34 3.26
H -1.67 -5.01 6.81
H -1.75 -3.31 7.16
H -0.25 -4.11 7.42
C 4.24 2.28 -3.62
O 4.73 1.87 -2.40
C 3.96 1.48 -1.33
O 2.76 1.77 -1.24
O 4.66 0.88 -0.39
C 4.15 0.52 0.83
H 3.50 1.58 -4.01
H 5.11 2.34 -4.27
H 3.84 3.28 -3.44
H 4.27 1.34 1.55
H 4.66 -0.33 1.28
H 3.10 0.32 0.63
C 1.02 -3.60 -0.33
Cl 0.96 -4.75 1.04
Cl -0.14 -3.98 -1.63
Cl 2.65 -3.75 -1.06
H 0.82 -2.57 -0.02
```

Here are the natural (NBO) charges for atoms 1 to 5, given in e: 0.93, -0.91, -0.26, -0.50, 1.02